Record 1
19
Properties=species:S:1:pos:R:3 method="wB97M-V/def2-TZVPD" max_force_ev_per_a=3.4 energy_ev=-15472.8446 e_homo_ev=-9.17 homo_lumo_gap_ha=0.3535 de_lowest_kcal_mol=48.2
O -2.6494 0.1270 0.3618
C -1.9557 -0.7825 -0.0239
C -0.9301 -1.3940 0.8471
O -1.0394 -1.0370 2.1615
C 0.6800 -0.6916 0.1641
O 0.8382 -1.4444 -0.9861
N 0.6999 0.6999 -0.0535
C 0.0186 1.4181 -1.0106
C 0.5266 2.6804 -0.9688
N 1.5067 2.7597 -0.0288
C 1.5920 1.5785 0.4983
H -2.0038 -1.1818 -1.0436
H -0.7411 -2.4523 0.7135
H -1.5992 -0.2383 2.1955
H 1.3804 -0.9559 0.9641
H 1.4508 -1.0101 -1.5945
H -0.7575 0.9804 -1.6051
H 0.2475 3.5376 -1.5502
H 2.2804 1.2915 1.2679

***

Record 2
20
Properties=species:S:1:pos:R:3 method="wB97M-V/def2-TZVPD" max_force_ev_per_a=3.0 energy_ev=-26304.1742 e_homo_ev=-8.24 homo_lumo_gap_ha=0.2785 de_lowest_kcal_mol=128.3
C -2.7671 -0.3232 -0.1111
C -2.1655 0.6473 -0.9191
C -2.1405 -1.4952 0.1510
C -0.8434 0.6018 -1.0896
C -0.0320 -0.4840 -0.2833
C 2.8870 1.3316 0.8595
N -0.8258 -1.6394 -0.0899
N -0.1165 1.2946 -2.0642
O -0.5126 2.3534 -2.5166
O 0.9553 0.7157 -2.3509
O 2.0779 0.2307 1.3793
S 0.4296 0.3454 1.4029
H -3.8030 -0.1057 0.0527
H -2.7409 1.4845 -1.2616
H -2.4556 -2.3524 0.7893
H 1.0119 -0.5739 -0.6756
H 3.8364 1.1269 1.3625
H 2.4305 2.1782 1.3733
H 2.9803 1.5212 -0.2287
H -0.4079 -2.5462 0.2026

***

Record 3
20
Properties=species:S:1:pos:R:3 method="wB97M-V/def2-TZVPD" max_force_ev_per_a=5.8 energy_ev=-17517.1995 e_homo_ev="-8.77 / -8.77" homo_lumo_gap_ha="0.2753 / 0.2754" de_lowest_kcal_mol=143.5
C 2.3057 1.4254 0.7082
C -2.0518 -0.9445 0.2997
C -1.4314 0.4114 -0.1679
C -0.8977 -1.9423 0.1682
C -0.0248 0.3249 0.2690
C 1.2499 0.8505 -0.4742
N 1.2500 -1.3788 -0.6926
N 0.2827 -1.0507 0.1132
O 2.8813 2.3646 0.2552
O 2.2160 0.8782 1.7931
O 1.8331 -0.3165 -1.0276
O 1.1456 1.8321 -1.4123
H -2.4388 -0.7159 1.2076
H -2.9363 -1.1850 -0.4710
H -1.2833 0.4148 -1.1884
H -2.1326 1.2281 0.2587
H -0.9205 -2.5771 0.9917
H -0.9753 -2.6566 -0.6257
H 0.0682 0.4318 1.3070
H 1.8597 2.6058 -1.3122

***

Record 4
20
Properties=species:S:1:pos:R:3 method="wB97M-V/def2-TZVPD" max_force_ev_per_a=4.4 energy_ev=-17514.1718 e_homo_ev="-9.54 / -9.55" homo_lumo_gap_ha="0.3090 / 0.3091" de_lowest_kcal_mol=213.3
C 0.8387 1.8839 -0.0994
C -0.5883 1.4577 0.0583
C -0.9181 0.0290 -0.5946
C -0.0606 -0.9345 0.2617
C 1.3779 -0.5666 0.2100
C 1.6845 1.2452 1.0427
N 1.2055 1.4360 2.3350
N 3.1279 1.5555 0.9809
O 1.4008 2.5590 -0.9124
O 0.1622 0.9353 2.7046
O 3.7004 1.1156 0.0109
O 3.5801 2.2510 1.8606
H -0.9098 1.2791 1.0274
H -1.3147 2.0691 -0.3854
H -1.9505 0.0153 -0.4815
H -0.6382 -0.0661 -1.6877
H -0.2640 -0.9689 1.2952
H -0.0907 -1.8901 -0.1418
H 2.0366 -1.2980 0.8059
H 1.8759 -0.3696 -0.7830

***

Record 5
19
Properties=species:S:1:pos:R:3 method="wB97M-V/def2-TZVPD" max_force_ev_per_a=4.8 energy_ev=-41834.6207 e_homo_ev=-9.34 homo_lumo_gap_ha=0.3504 de_lowest_kcal_mol=61.7
N 1.7338 3.0108 4.9209
C 1.4754 2.1157 4.2230
S 1.0680 0.5216 3.3962
C -0.6043 0.5533 2.3802
C -0.7734 -0.3660 1.2430
S 0.5932 0.0483 0.1136
C -0.0306 -0.3636 -1.5014
C 1.1687 -0.4190 -2.5085
S 0.6772 -0.8958 -4.1606
C -1.0739 -1.4252 -3.9151
N -2.1747 -1.7085 -3.7544
H -1.3901 0.4806 3.1378
H -0.7948 1.6352 2.2738
H -0.6010 -1.3600 1.5478
H -1.6988 -0.3369 0.7093
H -0.5741 -1.3341 -1.4117
H -0.5667 0.4440 -1.9529
H 1.9463 -1.1796 -2.1872
H 1.6200 0.5792 -2.5536

***

Record 6
18
Properties=species:S:1:pos:R:3 method="wB97M-V/def2-TZVPD" max_force_ev_per_a=8.2 multiplicity=3 energy_ev=-12854.7279 e_homo_ev="-11.75 / -14.47" homo_lumo_gap_ha="0.3185 / 0.2085" de_lowest_kcal_mol=67.9 s2=2.007 total_charge=+1
C 2.6695 -1.0868 -0.0363
C 2.8286 0.1169 0.0015
C -1.4459 0.6013 0.4149
C -0.3672 1.0307 -1.2602
C -1.8144 0.2105 1.7415
C 2.9661 1.4163 0.6082
N -0.2088 1.0896 0.0406
N -2.1625 0.3586 -0.6494
N 1.9507 2.1760 0.9689
O -1.5018 0.7010 -1.7382
H 2.7164 -2.1412 -0.2214
H -1.9779 0.9902 2.5178
H -2.6869 -0.3255 1.5974
H -1.1447 -0.5375 2.1537
H 3.9874 1.7213 0.8270
H 0.9354 1.7867 0.5961
H 2.1403 3.1294 1.4073
H 0.4402 1.2310 -1.8881

***

Record 7
22
Properties=species:S:1:pos:R:3 method="wB97M-V/def2-TZVPD" max_force_ev_per_a=3.3 energy_ev=-42782.0552 e_homo_ev=-8.59 homo_lumo_gap_ha=0.2916 de_lowest_kcal_mol=35.3
C -2.4442 -0.9080 2.6241
C -1.7376 -1.9213 1.9995
C -2.4278 0.3717 2.0941
C -1.0127 -1.6619 0.8492
C -1.7087 0.6382 0.9447
C -1.0021 -0.3803 0.3174
N 3.6338 1.2061 -2.6854
N 1.3309 -0.0216 -2.6504
N 1.7243 1.3582 -0.5997
O 1.7223 1.5534 0.8120
O -0.3264 -0.0967 -0.8426
P 3.5017 1.9741 -1.3547
P 2.9372 -0.1556 -3.2990
P 1.3049 -0.2698 -0.9450
H -3.0063 -1.1148 3.5224
H -1.7477 -2.9203 2.4096
H -2.9719 1.1680 2.5798
H -0.4477 -2.4404 0.3555
H -1.6802 1.6318 0.5223
H 0.6921 -0.6792 -3.0913
H 1.0768 2.2558 0.9758
H 2.5893 0.4125 -4.5381

***

Record 8
19
Properties=species:S:1:pos:R:3 method="wB97M-V/def2-TZVPD" max_force_ev_per_a=3.0 energy_ev=-23695.4452 e_homo_ev=-14.19 homo_lumo_gap_ha=0.3826 de_lowest_kcal_mol=37.7 total_charge=+1
C 0.8743 -0.3704 -1.4172
C 0.2624 0.3360 0.7456
C -0.7746 -1.9815 0.3587
C 1.4249 1.9284 -0.6716
C 1.5394 2.5929 0.7232
C -2.1304 -1.9410 -0.2522
N 0.6987 -1.1246 -2.2633
N 0.0140 -2.8159 0.7092
N 0.9066 0.5479 -0.3806
O -0.4777 -0.6133 1.1030
S 0.4366 1.6692 1.8321
H 0.8950 2.4493 -1.4980
H 2.4814 1.6684 -1.0925
H 2.6411 2.6297 1.1142
H 1.3055 3.6505 0.8091
H -2.2226 -2.9836 -0.5197
H -2.7378 -1.3902 0.4978
H -2.2444 -1.5033 -1.1919
H -0.1222 -3.8357 0.5258